{
  "formula": "C14H30F3N5O6",
  "method": "ωB97M-V/def2-TZVPD",
  "homo_ev": -8.793,
  "species": ["N", "C", "O", "O", "C", "F", "F", "F", "H", "H", "C", "O", "N", "C", "C", "H", "H", "H", "H", "H", "H", "H", "C", "O", "N", "C", "C", "H", "H", "H", "H", "H", "H", "H", "C", "O", "N", "C", "C", "H", "H", "H", "H", "H", "H", "H", "C", "O", "N", "C", "C", "H", "H", "H", "H", "H", "H", "H"],
  "coordinates": [[1.30781, 2.21293, -2.03030], [0.85543, 1.11758, -2.70485], [1.47474, 0.37689, -3.39280], [-0.49892, 0.78988, -2.44368], [-1.48433, 1.70835, -2.58967], [-1.49034, 2.64695, -1.61912], [-1.39059, 2.35229, -3.75284], [-2.64286, 1.07124, -2.53088], [1.86637, 2.84890, -2.59413], [0.59840, 2.70265, -1.50518], [-3.94791, -0.01977, 1.16838], [-4.70333, 0.41760, 2.01724], [-3.23699, -1.15647, 1.28876], [-2.33941, -1.61427, 0.24890], [-3.37559, -1.94252, 2.50429], [-3.77780, 0.49431, 0.20605], [-2.62273, -2.60271, -0.11878], [-1.31376, -1.67073, 0.62445], [-2.36502, -0.91315, -0.58319], [-4.40850, -2.26460, 2.63654], [-3.09942, -1.34936, 3.37688], [-2.73040, -2.81457, 2.44923], [-0.75902, -3.66250, -2.29756], [-1.58722, -4.47419, -1.92732], [0.37838, -3.96876, -2.94918], [1.32927, -2.95236, -3.35274], [0.65192, -5.36600, -3.23264], [-0.86945, -2.57801, -2.11783], [1.49128, -2.97556, -4.43190], [2.28858, -3.10377, -2.85285], [0.94852, -1.96871, -3.09008], [-0.13315, -5.79573, -3.85537], [0.69872, -5.94631, -2.31057], [1.60451, -5.43691, -3.75306], [1.74447, 5.56138, -2.32776], [1.83639, 4.86542, -3.32847], [2.73948, 6.31830, -1.84137], [2.57923, 7.13769, -0.65769], [4.01496, 6.31519, -2.54111], [0.81385, 5.63219, -1.73920], [2.74004, 8.19173, -0.88962], [3.28465, 6.83999, 0.11986], [1.56817, 7.01970, -0.27214], [3.88983, 6.65507, -3.56876], [4.43641, 5.31050, -2.56921], [4.70039, 6.97949, -2.02051], [-1.38254, -3.33788, 5.56885], [-1.80778, -3.89971, 4.57857], [-0.21905, -2.65554, 5.61071], [0.24883, -2.00008, 6.81171], [0.57649, -2.58324, 4.39790], [-1.92335, -3.33395, 6.53025], [0.35788, -0.92474, 6.65585], [1.21187, -2.40424, 7.13077], [-0.47299, -2.15963, 7.61087], [0.01266, -2.10704, 3.59480], [0.85926, -3.58061, 4.06044], [1.47367, -2.00257, 4.60111]],
  "forces_ev_per_angstrom": [[-0.477, 0.115, -0.293], [-0.039, 0.315, 0.223], [0.195, -0.089, -0.254], [-0.170, -0.081, 0.288], [0.170, -0.117, -0.101], [0.051, -0.045, 0.059], [-0.024, 0.041, -0.009], [-0.030, -0.006, -0.017], [0.177, -0.157, 0.094], [0.094, 0.038, -0.037], [-0.023, 0.033, 0.050], [0.044, -0.020, -0.047], [0.006, -0.019, -0.024], [-0.014, -0.068, 0.070], [-0.008, 0.035, -0.036], [-0.001, 0.002, -0.003], [0.002, 0.003, -0.010], [0.016, 0.004, -0.029], [-0.002, 0.025, -0.036], [0.000, -0.010, 0.006], [0.006, -0.003, 0.006], [-0.002, -0.002, 0.012], [-0.042, 0.064, 0.077], [0.049, 0.044, -0.011], [-0.016, -0.028, -0.027], [-0.039, -0.108, 0.044], [0.007, 0.015, -0.007], [-0.006, -0.009, -0.038], [-0.006, 0.008, -0.003], [0.020, 0.041, -0.014], [0.026, -0.002, -0.017], [-0.002, 0.004, -0.005], [0.003, 0.002, 0.006], [-0.004, -0.011, 0.000], [-0.006, 0.119, -0.106], [0.044, -0.100, 0.204], [0.017, -0.014, -0.005], [-0.008, -0.012, -0.019], [-0.008, 0.011, 0.007], [0.012, -0.012, -0.004], [-0.006, 0.003, -0.004], [-0.003, -0.006, 0.002], [0.001, 0.006, 0.010], [-0.005, 0.003, -0.001], [0.001, -0.003, 0.006], [0.005, -0.004, -0.006], [-0.039, -0.010, -0.046], [0.027, 0.007, 0.057], [0.018, 0.011, -0.007], [-0.017, -0.012, -0.027], [-0.003, 0.006, 0.013], [0.011, -0.013, -0.005], [-0.006, 0.004, 0.003], [-0.001, -0.006, 0.006], [0.006, 0.007, 0.010], [-0.002, 0.007, 0.001], [0.000, -0.004, 0.003], [0.002, -0.003, -0.009]],
  "mulliken_charge": [-0.423, 0.558, -0.517, -0.280, 0.905, -0.293, -0.264, -0.231, 0.250, 0.295, 0.136, -0.616, 0.222, -0.717, -1.103, 0.237, 0.416, 0.307, 0.018, 0.345, 0.261, 0.461, 0.550, -0.634, 0.121, -0.466, -0.980, -0.092, 0.330, 0.332, -0.106, 0.293, 0.292, 0.385, 0.212, -0.700, 0.099, -0.914, -0.925, 0.284, 0.342, 0.347, 0.292, 0.299, 0.282, 0.384, 0.098, -0.567, 0.132, -0.923, -0.867, 0.297, 0.340, 0.333, 0.290, 0.193, 0.303, 0.379]
}